17
Properties=species:S:1:pos:R:3 method="wB97M-V/def2-TZVPD" fmax_ev_per_a=10.9 s_squared=2.006 de_lowest_kj_mol=390.3 homo_energy_ha="-0.1886 / -0.3601" mol_weight_g_mol=115.1 multiplicity=3 orbital_gap_ev="5.600 / 7.858"
C -2.53 0.33 -0.29
C 1.33 0.99 0.27
C 0.84 -0.21 -0.05
C 0.93 -1.41 0.95
C 0.34 -0.63 -1.45
N -1.63 1.11 0.03
O -3.12 -0.62 -0.60
O -1.60 2.22 0.76
H 1.30 1.84 -0.42
H 1.43 1.21 1.29
H 0.01 -1.88 0.85
H 1.08 -1.04 1.92
H 1.72 -2.09 0.75
H 1.03 -0.34 -2.29
H -0.50 -0.03 -1.51
H 0.14 -1.70 -1.37
H -0.77 2.25 1.17

=====

17
Properties=species:S:1:pos:R:3 method="wB97M-V/def2-TZVPD" fmax_ev_per_a=5.9 de_lowest_kj_mol=130.2 homo_energy_ha=-0.3556 smiles="CC(=O)N(C)C.Cl" mol_weight_g_mol=123.6 orbital_gap_ev=10.371
C 0.03 2.00 0.27
C 0.21 -1.65 -0.85
C 1.40 -0.33 0.86
C -0.37 0.69 -0.36
N 0.37 -0.42 -0.06
O -1.27 0.63 -1.23
Cl -3.28 -0.90 0.20
H 0.42 2.67 -0.51
H 0.78 1.76 1.10
H -0.78 2.53 0.69
H 1.09 -1.94 -1.39
H -0.33 -2.49 -0.20
H -0.59 -1.38 -1.50
H 0.98 -0.48 1.87
H 1.99 -1.32 0.85
H 2.02 0.49 0.83
H -2.68 0.14 -0.56